(1)
Below is 13 unconnected molecules or ions with the total composition C5H35NO12, with properties calculated with wB97M-V/def2-TZVPD.

Values from the calculation:
* E_HOMO: -8.523 eV
* relative energy (zero: lowest compared OMol25 entry of this formula, charge and spin): 245.5 kJ/mol
* charge: 0

XYZ file:
```
53
Properties=species:S:1:pos:R:3:forces:R:3:nbo_charge:R:1
C -2.988 1.432 0.164 -1.21 0.94 -0.15 -0.2130
N -1.642 1.277 0.671 0.30 0.11 -0.42 -0.5030
C -0.848 0.185 0.095 -0.72 1.68 -1.34 -0.4502
C -1.630 1.336 2.147 -0.83 0.07 -0.85 -0.2255
C -3.115 1.516 2.592 0.40 -0.94 -0.20 -0.4261
C -3.972 1.123 1.366 1.93 -0.17 -0.72 -0.4157
H -3.119 2.502 -0.205 -0.13 -1.07 0.46 0.1706
H -3.190 0.794 -0.717 0.23 0.16 0.41 0.2044
H -1.360 -0.761 0.137 -0.03 -0.92 0.66 0.1694
H -0.714 0.367 -1.032 0.12 -0.09 2.15 0.2437
H 0.074 0.285 0.668 0.20 -0.93 -0.48 0.1983
H -1.213 0.382 2.494 0.09 0.42 0.41 0.2039
H -1.047 2.215 2.437 0.24 -0.38 0.40 0.1935
H -3.288 0.727 3.335 -0.19 0.85 0.44 0.2196
H -3.285 2.534 2.951 -0.18 -0.31 0.12 0.2065
H -4.906 1.661 1.272 -0.25 -0.15 0.08 0.2185
H -4.094 0.023 1.427 -0.38 0.64 -0.25 0.2008
H 3.266 2.020 1.883 0.22 0.50 -0.09 0.4884
H 2.488 3.066 0.973 0.34 0.06 0.06 0.5027
O 2.446 2.220 1.426 -0.59 -0.35 0.35 -0.9572
H 1.441 0.327 -0.886 0.78 -0.18 -0.05 0.5160
H 2.228 0.860 0.363 0.20 0.26 -0.47 0.4953
O 2.309 0.270 -0.413 -0.47 -0.10 0.03 -1.0074
H -0.905 4.245 0.055 -0.04 -0.25 0.00 0.4920
H -0.373 2.763 0.017 -0.82 0.15 0.29 0.5131
O -0.168 3.692 -0.217 0.62 -0.04 -0.11 -1.0013
H -0.053 0.411 -2.998 -0.25 -0.44 0.13 0.5038
H 1.034 1.416 -2.537 -0.03 -0.94 0.49 0.5000
O 0.687 0.489 -2.378 0.30 0.83 -1.36 -1.0240
H 0.086 -2.830 0.969 0.57 0.12 0.07 0.4763
H 1.295 -3.611 0.238 -0.37 0.25 0.61 0.5166
O 0.324 -3.472 0.298 -0.52 -0.42 -0.74 -1.0088
H 3.221 -3.412 -0.385 0.18 -0.04 -0.16 0.4893
H 3.501 -3.700 1.068 -0.17 0.12 0.05 0.4852
O 3.100 -4.094 0.288 0.04 -0.37 -0.42 -0.9499
H 1.005 3.291 -1.487 0.48 -0.52 0.09 0.5063
H 1.245 3.387 -2.912 0.54 -0.14 -0.39 0.4726
O 1.596 2.875 -2.168 -0.81 1.54 0.07 -0.9485
H 2.406 -2.312 -3.150 -0.71 0.72 0.34 0.4882
H 2.977 -1.210 -2.061 -1.08 0.49 -0.18 0.5026
O 3.120 -1.965 -2.623 1.74 -1.15 0.05 -0.9894
H -1.805 -0.946 -2.610 -0.22 0.58 -0.64 0.4926
H -1.291 -1.215 -3.931 -0.17 0.36 -0.29 0.4815
O -1.742 -0.482 -3.480 0.29 -0.82 0.73 -0.9602
H 2.432 -1.023 0.504 0.03 -0.27 0.35 0.5051
H 2.892 -1.211 1.996 0.01 -0.27 -0.52 0.4624
O 2.491 -1.695 1.251 0.21 0.78 0.66 -1.0213
H -1.320 -3.782 -2.395 -0.32 0.47 -1.04 0.4747
H -0.778 -3.019 -1.384 0.71 1.07 0.29 0.5068
O -1.078 -2.841 -2.298 -0.08 -1.74 1.04 -0.9879
H 0.568 -2.797 3.190 0.16 0.43 0.04 0.4721
H 1.084 -1.463 2.626 0.14 -0.27 -0.36 0.4811
O 0.609 -1.844 3.369 -0.49 -0.31 0.35 -0.9648
```
Positions in Å, forces in eV/Å.

---

(2)
Below is 13 unconnected molecules or ions with the total composition C5H35NO13, with properties calculated with wB97M-V/def2-TZVPD.

Values from the calculation:
* E_HOMO: -10.279 eV
* relative energy (zero: lowest compared OMol25 entry of this formula, charge and spin): 407.8 kJ/mol
* charge: 0

XYZ file:
```
54
Properties=species:S:1:pos:R:3:forces:R:3:nbo_charge:R:1
C 1.397 0.309 -0.455 -0.87 1.43 -0.48 -0.5488
C 1.709 0.256 -1.982 0.20 2.17 0.78 -0.6195
C -0.157 0.410 -0.416 1.77 1.83 2.74 0.7136
N -0.669 1.221 0.560 -1.35 1.30 0.36 -0.6729
C -0.006 2.403 1.199 -0.30 0.77 0.16 -0.2506
C -0.413 3.782 0.403 -0.73 -2.00 1.23 -0.6603
O -0.852 -0.304 -1.097 -1.05 -0.92 -1.27 -0.7107
H 1.528 -0.748 -0.109 0.50 1.20 0.57 0.2492
H 1.966 1.240 0.096 -1.40 -3.06 -1.38 0.2422
H 2.843 0.226 -2.029 -1.51 -0.08 -0.97 0.2186
H 1.139 -0.615 -2.306 0.73 0.05 -0.67 0.2244
H 1.255 1.231 -2.481 1.29 -2.01 0.74 0.2130
H -1.721 1.410 0.592 1.56 -1.00 -0.30 0.4447
H -0.354 2.517 2.303 0.49 -0.50 -2.03 0.2310
H 1.160 2.218 1.234 -2.60 0.93 -0.05 0.2237
H -0.559 4.455 1.262 1.47 0.74 -0.79 0.2338
H -1.458 3.942 -0.058 1.52 -1.43 0.32 0.2316
H 0.392 3.746 -0.345 -0.39 1.61 0.23 0.2226
H 3.462 -0.611 -0.558 2.26 0.80 2.18 0.4808
H 4.538 -1.203 0.578 -1.81 3.41 -1.67 0.5311
O 4.148 -0.261 0.141 -0.13 -4.47 -0.39 -0.9956
H -0.048 -0.941 3.210 -0.77 -1.12 -0.04 0.5054
H 0.162 -2.026 2.173 -0.97 -0.04 0.94 0.4816
O -0.503 -1.788 2.886 1.19 0.80 -0.95 -1.0001
H -1.596 -0.989 -4.144 2.12 1.10 -1.36 0.4708
H -0.578 -0.109 -3.488 0.35 -0.26 -1.17 0.4664
O -0.750 -0.456 -4.405 -2.26 -1.01 2.62 -0.9339
H -1.643 -1.614 1.631 -2.95 -0.99 -1.76 0.5089
H -2.036 -1.138 0.192 -0.92 -0.72 0.24 0.4698
O -2.461 -1.770 0.835 4.11 1.51 1.71 -1.0369
H 1.555 0.798 2.912 0.95 -0.11 0.33 0.5054
H 0.238 0.641 2.339 -1.34 0.08 -1.32 0.4735
O 0.671 0.489 3.152 0.47 -0.02 1.45 -0.9660
H 1.234 -3.599 1.583 -0.82 1.17 -1.34 0.4950
H 0.566 -3.091 0.231 -1.19 -0.95 -1.80 0.5198
O 1.084 -2.814 0.971 1.78 -0.81 3.04 -0.9866
H 2.726 -2.707 1.300 0.26 0.12 -0.27 0.4962
H 3.925 -3.603 1.835 -0.38 1.46 -0.69 0.4818
O 3.690 -2.721 1.436 0.95 -1.35 0.84 -0.9951
H -4.359 0.976 -2.369 -0.33 0.55 0.17 0.5021
H -4.922 1.886 -1.215 -1.44 0.56 0.29 0.4847
O -4.164 1.451 -1.545 1.69 -0.92 -0.75 -0.9788
H -3.551 -0.026 1.296 0.27 -1.38 1.26 0.4855
H -3.755 0.682 0.118 -0.27 0.39 -2.70 0.4774
O -3.851 0.828 1.029 0.07 0.95 1.69 -0.9665
H -2.911 1.449 -4.595 -0.14 0.49 -0.74 0.4783
H -2.723 0.528 -3.450 -2.80 0.45 -2.66 0.4619
O -3.440 0.738 -4.233 2.78 -0.95 3.47 -0.9373
H -1.298 -2.942 -0.405 1.68 -0.87 -1.90 0.5222
H -0.342 -2.690 -1.684 -0.16 0.76 -0.46 0.4851
O -0.556 -3.350 -1.036 -1.92 0.24 2.50 -0.9828
H 3.754 0.682 3.067 -1.47 0.98 -2.10 0.4912
H 3.369 0.536 1.520 0.42 -0.12 0.05 0.5150
O 3.166 1.067 2.318 1.36 -0.75 2.11 -0.9961
```
Positions in Å, forces in eV/Å.

---

(3)
Below is 13 unconnected molecules or ions with the total composition C5H35NO13, with properties calculated with wB97M-V/def2-TZVPD.

Values from the calculation:
* E_HOMO: -9.664 eV
* relative energy (zero: lowest compared OMol25 entry of this formula, charge and spin): 658.1 kJ/mol
* charge: 0

XYZ file:
```
54
Properties=species:S:1:pos:R:3:forces:R:3:nbo_charge:R:1
C 2.416 -2.524 -0.476 -0.86 -1.37 -1.60 -0.6068
C 0.866 -2.569 -0.620 1.91 0.82 0.57 -0.1786
N 0.388 -1.629 0.498 0.53 0.27 -3.92 -0.6610
C -0.606 0.631 0.476 1.00 1.12 -2.12 -0.6650
C -0.812 -0.861 0.161 -0.42 -0.79 0.24 -0.1726
C -1.936 -1.479 1.063 1.63 2.89 -1.26 0.4328
O -2.288 -2.611 1.018 -0.76 -1.26 0.53 -0.5318
H 2.907 -3.246 -1.179 -0.31 0.62 0.64 0.2148
H 2.860 -1.579 -0.561 0.40 1.35 -0.66 0.2068
H 2.625 -2.796 0.525 0.28 -0.79 1.11 0.1924
H 0.509 -2.254 -1.699 0.85 -0.89 3.05 0.1486
H 0.691 -3.630 -0.388 -0.93 0.55 -0.56 0.2188
H 0.257 -2.123 1.325 -0.10 -1.34 1.48 0.3509
H 0.036 1.233 -0.363 -1.61 -1.73 1.72 0.2479
H 0.030 0.736 1.386 -0.99 -0.07 -0.47 0.2291
H -1.606 1.116 0.492 0.78 0.03 0.37 0.2275
H -1.129 -1.118 -0.888 0.36 0.75 0.81 0.2213
H -2.266 -0.696 1.748 -1.06 -0.25 0.65 0.1275
H -1.464 3.160 -0.667 -0.12 -0.19 0.06 0.4908
H -2.227 4.173 0.204 2.03 -0.82 -0.33 0.4700
O -1.308 3.766 0.070 -1.98 1.01 0.40 -0.9661
H -3.470 -1.618 -0.898 -0.54 0.40 -1.73 0.4845
H -3.636 -1.377 -2.576 -0.40 0.55 3.51 0.4978
O -3.853 -1.034 -1.607 0.95 -0.97 -1.94 -0.9786
H -1.660 -3.560 -0.320 -0.06 -0.48 -1.69 0.4832
H -1.635 -3.317 -1.860 -0.42 2.70 -2.48 0.4545
O -1.550 -3.961 -1.233 0.05 -2.60 3.64 -0.9621
H -1.320 -0.012 3.348 0.26 -0.80 0.02 0.4644
H -0.682 -1.318 3.095 0.42 -0.08 0.63 0.4693
O -0.642 -0.596 3.740 -0.72 -0.07 -0.43 -0.9351
H -0.074 -1.715 -2.815 -0.28 0.22 -0.78 0.4484
H -0.305 -0.709 -3.944 -0.24 -0.86 0.22 0.4842
O -0.569 -1.609 -3.644 0.19 0.98 0.00 -0.9370
H 2.834 2.477 0.123 -1.90 -4.92 4.69 0.4743
H 3.083 3.734 0.091 0.55 -1.49 -3.22 0.4867
O 3.097 2.910 -0.595 1.51 6.51 -1.20 -0.9639
H -1.686 1.198 3.845 0.69 1.21 1.01 0.4600
H -2.474 2.238 2.955 0.23 -1.55 0.81 0.5003
O -2.511 1.350 3.415 -1.20 1.43 -1.35 -0.9331
H 3.971 1.162 -1.519 2.50 4.43 0.83 0.4748
H 2.881 0.345 -0.995 -1.09 -0.03 1.11 0.4554
O 3.530 0.406 -1.662 -1.41 -4.42 -2.01 -0.9262
H 0.840 3.406 -2.490 0.66 -1.30 -0.03 0.4673
H 1.847 2.358 -2.033 2.38 -0.08 1.95 0.4890
O 1.155 2.476 -2.620 -3.25 1.43 -2.06 -0.9609
H -2.941 1.290 -2.332 1.09 2.42 0.55 0.5114
H -2.054 2.631 -2.726 -0.48 -0.81 0.06 0.4856
O -2.612 2.219 -2.041 -0.57 -1.70 -0.60 -0.9892
H 1.065 0.142 3.438 -0.60 -1.96 -0.56 0.5445
H 1.983 -0.628 2.110 -1.03 -1.77 -0.77 0.5302
O 1.730 -0.024 2.768 1.69 2.75 1.58 -1.0769
H 3.158 1.412 2.496 0.49 -0.04 -0.10 0.4926
H 1.855 1.888 2.308 -2.53 -0.40 0.32 0.4767
O 2.704 2.136 2.057 2.45 1.38 -0.70 -0.9694
```
Positions in Å, forces in eV/Å.

---

(4)
Below is 13 unconnected molecules or ions with the total composition C5H37N2O12, with properties calculated with wB97M-V/def2-TZVPD.

Values from the calculation:
* E_HOMO: -9.969 eV
* relative energy (zero: lowest compared OMol25 entry of this formula, charge and spin): 531.5 kJ/mol
* charge: +1

XYZ file:
```
56
Properties=species:S:1:pos:R:3:forces:R:3:nbo_charge:R:1
C 1.684 -3.651 -0.799 1.54 -2.58 0.86 -0.2471
C 1.366 -3.497 0.698 -0.85 -0.88 -0.73 -0.4207
C 1.776 -2.180 1.292 2.08 1.85 0.78 -0.5087
N -0.684 -0.384 3.464 0.76 -0.90 0.23 -0.8274
C 0.392 -1.155 3.038 -1.04 0.57 -0.23 0.0333
C 0.536 -1.486 1.739 1.04 0.15 0.67 -0.3511
N 1.086 -2.532 -1.528 -1.60 2.96 2.24 -0.7184
H 1.262 -4.614 -1.141 -0.18 0.66 -0.16 0.2260
H 2.794 -3.852 -0.907 -1.18 1.30 -0.38 0.2460
H 0.236 -3.683 0.823 1.67 0.38 0.07 0.2145
H 1.889 -4.248 1.276 -0.12 -0.65 -0.31 0.2489
H 2.563 -1.535 0.729 -1.77 -0.83 -0.42 0.2441
H 2.509 -2.241 2.146 -1.12 -0.74 -0.18 0.2392
H -1.309 0.105 2.844 0.38 -0.16 0.00 0.3975
H -1.018 -0.506 4.398 0.00 0.23 0.20 0.3856
H 1.128 -1.402 3.868 -0.86 0.16 -1.41 0.2027
H -0.185 -1.314 0.920 0.04 0.15 1.14 0.2011
H 0.050 -2.633 -1.682 0.70 -0.03 -0.13 0.4760
H 1.132 -1.638 -0.866 0.13 -1.92 -1.51 0.4688
H 1.389 -2.192 -2.421 0.83 -0.37 -0.71 0.4443
H -3.981 -0.502 2.124 -0.26 0.04 0.68 0.4688
H -3.958 -0.535 0.675 -0.12 0.24 -0.44 0.4557
O -4.546 -0.267 1.385 0.36 -0.54 0.16 -0.9243
H -1.052 -1.094 -3.539 -0.35 0.39 0.05 0.4865
H -2.084 -1.883 -2.574 0.48 0.81 -0.91 0.5094
O -1.226 -1.914 -3.083 0.46 -1.15 0.73 -1.0263
H 1.325 1.379 -1.527 -0.48 -0.66 -0.53 0.4977
H 2.099 1.513 -2.952 -0.35 -0.68 0.36 0.4846
O 1.883 1.902 -2.103 1.77 1.17 0.62 -0.9849
H 4.383 -0.728 -1.800 -0.17 0.08 -0.36 0.4700
H 5.169 -0.739 -0.534 -0.83 -0.36 0.02 0.4857
O 4.308 -1.041 -0.898 0.95 0.27 0.27 -0.9506
H -0.754 1.732 -4.153 0.20 0.64 -0.02 0.4787
H 0.501 2.514 -3.467 -0.89 -0.65 -0.07 0.5024
O 0.121 1.662 -3.762 -0.12 -0.27 -0.41 -0.9885
H 0.324 4.535 -2.806 0.09 0.63 0.06 0.4727
H 0.614 5.055 -1.334 -0.26 -0.63 -1.05 0.4827
O 0.382 4.276 -1.886 -0.04 0.39 1.03 -0.9540
H -0.586 1.396 0.025 -0.56 -0.53 -0.65 0.4899
H 0.744 1.033 0.396 0.15 -1.09 -0.26 0.4921
O 0.004 0.634 -0.127 0.65 1.94 0.68 -0.9713
H -4.309 2.067 -1.211 0.61 -0.49 0.22 0.4838
H -5.128 1.056 -0.524 0.15 -0.35 0.50 0.4907
O -4.193 1.246 -0.690 -0.62 0.90 -1.17 -0.9598
H 2.460 2.591 1.605 0.33 0.26 -0.27 0.4689
H 2.892 2.494 0.077 -0.18 -0.13 0.63 0.5018
O 2.797 2.005 0.919 -0.33 -0.19 -0.49 -0.9632
H -0.363 4.764 2.000 0.96 -1.86 0.12 0.5041
H 0.309 3.197 2.137 0.64 0.66 -0.67 0.4803
O -0.373 3.830 2.335 -1.51 1.25 0.53 -0.9829
H -3.618 -0.469 -1.681 -0.07 -1.63 0.01 0.5246
H -3.704 -2.063 -1.296 -0.44 0.26 0.50 0.4884
O -3.523 -1.426 -1.985 -0.05 1.43 -0.05 -0.9736
H -2.636 1.873 4.266 0.50 1.07 0.49 0.4909
H -1.137 2.615 4.180 -0.70 0.68 0.50 0.5067
O -1.741 1.927 3.917 -0.43 -1.26 -0.85 -0.9920
```
Positions in Å, forces in eV/Å.

---

Max |F| / eV/Å: 2.27, 4.70, 7.06, 4.05
Molar mass / g mol⁻¹: 301.3, 317.3, 317.3, 317.4